(1)
# C39H42N6OOsS2Te

A structure of composition C39H42N6OOsS2Te at a distorted geometry (ωB97M-V/def2-TZVPD, OMol25).

The geometry in XYZ format:
```
92
Properties=species:S:1:pos:R:3:forces:R:3:mulliken_spin:R:1
Os -1.85504 -1.84781 0.67542 -0.3 0.3 0.0 0.95
N -2.66656 -3.23745 4.51456 0.0 0.0 -0.1 0.00
C -1.94909 -2.15330 5.00461 0.0 0.0 0.0 0.00
C -1.65955 -1.74129 6.30208 0.0 0.0 0.0 0.00
C -0.89544 -0.60147 6.42490 0.0 0.0 0.0 0.00
C -0.42866 0.10345 5.29976 0.0 0.0 0.0 0.00
C -0.71429 -0.30931 4.01688 0.0 0.0 0.0 0.01
C -1.49393 -1.45802 3.88113 0.0 0.0 0.0 -0.03
N -1.94274 -2.12349 2.74945 0.0 0.0 0.0 -0.01
C -2.63235 -3.16717 3.17203 0.0 0.0 0.0 -0.01
C -3.18303 -4.04621 2.16017 0.0 0.0 0.0 0.02
C -3.80207 -5.25191 2.21562 0.0 0.0 0.0 -0.01
S -4.10599 -5.82872 0.63914 0.0 0.0 0.0 0.01
C -3.39163 -4.44979 -0.02551 -0.1 0.0 -0.1 0.03
N -2.95535 -3.58902 0.86778 0.2 0.0 0.1 -0.04
H -3.15094 -3.92667 5.06726 0.0 0.0 0.0 0.00
H -2.01088 -2.28335 7.16928 0.0 0.0 0.0 0.00
H -0.64330 -0.23989 7.41208 0.0 0.0 0.0 0.00
H 0.17282 0.98848 5.45680 0.0 0.0 0.0 0.00
H -0.34492 0.21804 3.14582 0.0 0.0 0.0 0.00
H -4.07806 -5.83006 3.08298 0.0 0.0 0.0 0.00
H -3.30864 -4.28802 -1.09023 0.0 0.0 0.0 0.00
C -1.78775 -2.16360 -5.73399 -0.1 0.0 0.0 0.00
C -1.78924 -1.99772 -4.24859 0.1 0.0 0.0 0.00
C -2.82579 -1.36288 -3.57293 0.0 0.0 0.0 0.00
C -2.79732 -1.26266 -2.19807 0.0 0.1 0.0 0.00
N -1.80113 -1.75780 -1.44910 0.1 -0.1 0.0 0.03
C -0.77424 -2.34570 -2.09585 -0.1 0.0 -0.1 -0.01
C -0.73887 -2.48104 -3.46558 0.0 0.0 0.1 0.00
H -2.69264 -1.76583 -6.18752 0.0 0.0 0.0 0.00
H -1.70324 -3.21892 -5.99679 0.0 0.0 0.0 0.00
H -0.92964 -1.65675 -6.16978 0.1 0.1 0.0 0.00
H -3.66584 -0.94737 -4.11334 0.0 0.0 0.0 0.00
H -3.59365 -0.75853 -1.66734 0.0 0.0 0.0 0.00
H 0.03000 -2.71814 -1.47641 0.0 0.0 0.0 0.00
H 0.10961 -2.97453 -3.92394 0.0 0.0 0.0 0.00
S -6.13362 -0.03780 1.00913 0.0 0.0 0.0 0.00
C -4.95767 0.93605 1.76834 0.0 0.0 0.0 0.00
C -3.73354 0.36805 1.66102 0.0 0.0 0.0 -0.01
N -3.72719 -0.83088 0.98070 0.0 -0.1 -0.1 0.01
C -4.93937 -1.15600 0.58699 -0.1 -0.1 0.0 -0.01
H -5.21896 1.86291 2.25195 0.0 0.0 0.0 0.00
H -2.81189 0.75444 2.06745 0.0 0.0 0.0 0.00
H -5.16597 -2.06446 0.04953 0.0 0.0 0.0 0.00
C 1.45582 -3.14267 1.55256 0.1 0.2 -0.1 0.01
C 1.12295 -1.73539 1.12438 -1.0 -0.3 -0.1 0.04
O 2.16724 -0.92698 1.08734 0.9 1.9 -0.2 0.02
N -0.05303 -1.37095 0.78499 0.4 -0.4 0.1 0.00
Te 1.63263 1.07245 0.62803 -0.7 -0.2 -0.2 -0.02
C 2.99506 2.69833 0.58310 1.4 -0.5 -0.1 0.00
C 4.12006 2.76683 -0.26777 0.8 1.3 0.1 0.00
C 4.51928 1.65123 -1.15845 0.0 -0.1 -0.4 0.00
C 4.92646 3.95242 -0.27799 -0.9 -1.9 -0.4 0.00
C 4.69958 4.99804 0.58367 -0.5 0.2 0.5 0.00
C 5.56208 6.22522 0.60329 -0.1 -0.1 0.0 0.00
C 3.63134 4.86676 1.47382 -1.3 -1.3 0.1 0.00
C 2.77010 3.71595 1.51857 1.0 1.9 0.3 0.00
C 1.69239 3.69451 2.55824 0.0 -0.1 0.3 0.00
C 1.26193 0.92461 -1.45009 0.0 -0.2 -0.2 0.01
C 1.91154 0.06614 -2.34583 0.0 0.1 0.1 0.00
C 2.95914 -0.95818 -1.99777 -0.1 -0.2 -0.1 0.00
C 1.57300 0.17345 -3.69491 0.0 0.0 0.0 0.00
C 0.63401 1.07577 -4.16239 0.0 0.0 -0.1 0.00
C 0.32448 1.19920 -5.62688 0.1 0.0 0.0 0.00
C -0.01499 1.88886 -3.23734 0.0 0.0 0.1 0.00
C 0.27436 1.83722 -1.88300 0.0 -0.1 0.0 0.00
C -0.47496 2.75914 -0.95419 0.1 0.0 0.0 0.00
H 2.42760 -3.17225 2.03758 0.0 0.0 0.0 0.00
H 1.48562 -3.79314 0.67686 0.0 0.0 0.0 0.00
H 0.68517 -3.50919 2.23160 0.0 0.0 0.0 0.00
H 4.24103 0.68234 -0.74775 0.2 0.1 0.0 0.00
H 5.59589 1.66247 -1.32836 -0.1 -0.1 0.0 0.00
H 4.02941 1.76549 -2.13358 0.1 -0.1 0.1 0.00
H 5.76278 4.00604 -0.96541 0.0 -0.2 0.0 0.00
H 6.37387 6.16009 -0.11620 0.0 0.0 0.0 0.00
H 5.98857 6.37589 1.59543 0.0 0.0 0.0 0.00
H 4.96758 7.11093 0.37312 0.0 0.0 0.0 0.00
H 3.43440 5.68257 2.16220 -0.1 -0.1 0.0 0.00
H 1.52911 4.69770 2.94869 0.0 -0.1 0.0 0.00
H 1.99014 3.05956 3.39848 -0.1 0.0 0.0 0.00
H 0.74345 3.32315 2.17525 -0.1 0.1 0.0 0.00
H 3.13943 -1.06089 -0.93624 0.0 0.0 0.1 0.00
H 3.90445 -0.71734 -2.48727 -0.1 0.0 0.0 0.00
H 2.66068 -1.93857 -2.37679 0.0 0.0 0.0 0.00
H 2.08494 -0.47050 -4.40324 0.0 0.0 0.0 0.00
H 0.67589 0.33335 -6.18672 0.0 0.0 0.0 0.00
H 0.81529 2.07947 -6.04575 0.0 0.0 0.0 0.00
H -0.74508 1.32046 -5.79205 0.0 0.0 0.0 0.00
H -0.76020 2.59611 -3.58472 0.0 0.0 0.0 0.00
H -1.27223 3.26831 -1.49228 0.0 0.0 0.0 0.00
H 0.17484 3.53335 -0.53627 0.0 0.0 0.0 0.00
H -0.93543 2.21475 -0.12584 -0.1 0.0 0.1 0.00
```
Positions in Å, forces in eV/Å.

## Properties
⟨S²⟩: 0.756
total charge: +3
E_tot: -83520.96309 eV
spin multiplicity: 2
E_HOMO (spin up / spin down): -0.568 / -0.568 Eh
ΔE to the lowest compared entry with this formula, charge and spin: 65.50 kJ/mol

=====

(2)
# C42H67F17N3O13P3

A cluster of 4 separate species, C42H67F17N3O13P3 in total at a distorted geometry (ωB97M-V/def2-TZVPD, OMol25).

The geometry in XYZ format:
```
145
Properties=species:S:1:pos:R:3:forces:R:3:lowdin_charge:R:1
C 0.83889 0.31314 2.89188 0.1 -0.3 0.2 -0.06
C 2.30315 0.50785 3.35885 -0.6 1.0 0.5 -0.39
C 2.23202 1.40117 4.61690 -0.5 -0.4 -0.4 -0.09
C 3.16590 1.25420 2.32044 0.5 -0.5 0.3 -0.17
C 4.02885 0.32041 1.42179 -1.0 0.3 0.1 -0.11
C 3.31372 -0.96979 1.10863 0.6 0.6 0.0 -0.21
N 3.79347 -2.04940 1.66101 -0.7 0.0 -0.5 0.20
C 3.08389 -3.18759 1.40017 0.3 -0.4 0.3 -0.20
C 3.51081 -4.40526 1.95518 0.4 0.3 0.2 0.00
C 2.82462 -5.55490 1.74873 0.0 -0.5 0.1 0.00
C 1.65197 -5.55989 0.96150 0.3 -0.2 0.2 -0.10
C 0.87889 -6.85004 0.79632 0.8 0.5 0.4 -0.36
F 1.59582 -7.84368 1.37760 -0.3 -0.2 0.0 0.11
F -0.29203 -6.77781 1.49168 -0.2 0.0 -0.4 0.12
C 0.62008 -7.29385 -0.69384 0.4 -0.8 0.1 -0.33
F 0.93904 -6.34587 -1.59069 -0.4 0.2 0.1 0.15
F 1.46693 -8.31892 -0.94817 -0.1 0.0 0.1 0.15
C -0.79708 -7.87871 -0.98169 0.1 -0.3 -0.4 -0.33
F -0.69380 -8.58177 -2.13038 -0.2 0.3 -0.1 0.15
F -1.11208 -8.77659 -0.03634 0.1 0.2 0.2 0.17
C -1.94880 -6.81177 -1.08821 -0.1 0.0 0.9 -0.32
F -2.90287 -7.14515 -0.19966 -0.2 -0.1 -0.4 0.16
F -1.47814 -5.60587 -0.68611 0.1 0.0 -0.3 0.14
C -2.55069 -6.62796 -2.49453 0.5 0.2 -0.6 -0.34
F -3.09192 -7.75716 -2.97151 -0.2 0.0 0.4 0.18
F -1.51068 -6.31068 -3.30582 -0.1 0.2 0.2 0.16
C -3.59315 -5.48237 -2.68238 -0.4 0.0 -0.4 -0.33
F -3.06004 -4.26727 -2.46374 0.2 -0.2 0.3 0.17
F -3.89929 -5.52250 -3.99613 0.1 -0.2 0.1 0.16
C -4.94707 -5.59541 -1.89435 -0.6 0.6 -0.4 -0.33
F -5.92278 -5.20462 -2.74677 0.1 -0.1 0.1 0.15
F -5.24207 -6.84613 -1.52205 0.5 0.0 0.1 0.17
C -5.08008 -4.61793 -0.67975 -0.6 -0.2 0.3 -0.54
F -5.36255 -3.38816 -1.10235 0.4 -0.1 0.0 0.19
F -6.12141 -5.03042 0.05511 0.3 0.0 0.0 0.18
F -3.99328 -4.60527 0.08886 -0.1 0.1 -0.1 0.18
C 1.23453 -4.38779 0.40894 -0.6 -0.2 -0.4 0.05
C 1.93977 -3.19789 0.60157 0.0 0.4 -0.1 -0.18
N 1.48863 -2.06008 -0.00442 0.2 0.0 0.2 0.20
C 2.15414 -0.96742 0.23816 -0.3 0.1 0.3 -0.20
C 1.65409 0.28201 -0.44900 0.6 -0.7 -1.0 -0.08
C 1.79308 0.06367 -1.98288 -0.5 0.4 -0.2 -0.36
O 3.05427 -0.46944 -2.32103 0.2 0.1 0.2 -0.03
C 0.57951 -0.70809 -2.57972 -0.1 -0.2 -0.1 -0.22
N 0.96432 -1.74682 -3.53569 0.2 0.1 0.3 0.01
H 0.60111 -0.73823 2.72387 0.0 0.0 -0.2 0.07
H 0.15526 0.65795 3.66893 0.0 -0.1 0.0 0.07
H 0.60595 0.90201 2.00617 0.0 -0.1 -0.1 0.06
H 2.72130 -0.45637 3.64872 0.2 0.0 -0.2 0.13
H 1.72157 2.32300 4.32196 0.3 0.2 0.1 0.09
H 3.21215 1.60727 5.04307 0.0 0.1 0.1 0.07
H 1.56762 0.93209 5.34500 0.3 -0.1 0.2 0.07
H 2.53988 1.94963 1.76140 0.0 -0.1 -0.1 0.10
H 3.86952 1.87320 2.88203 0.1 0.1 -0.2 0.10
H 4.92335 0.09204 1.99407 0.2 -0.2 -0.3 0.12
H 4.25393 0.82481 0.48101 0.4 0.0 0.1 0.12
H 4.41300 -4.41083 2.55164 0.0 0.1 0.0 0.12
H 3.20645 -6.44982 2.21509 -0.2 -0.2 -0.1 0.12
H 0.34192 -4.34939 -0.19736 0.0 0.1 0.0 0.12
H 0.59994 0.43348 -0.22298 0.1 0.2 0.2 0.12
H 2.26283 1.15101 -0.22818 -0.2 0.1 0.4 0.10
H 1.78325 1.05554 -2.44017 0.1 0.0 0.0 0.13
H 3.04123 -1.42659 -2.22122 -0.1 0.0 -0.1 0.08
H -0.01825 -1.13059 -1.77188 0.0 0.1 0.1 0.09
H -0.05903 0.01385 -3.09119 0.1 0.0 0.0 0.11
H 0.27343 -1.85286 -4.26232 0.0 -0.1 0.0 0.06
H 1.06053 -2.62655 -3.04530 -0.1 -0.1 -0.2 0.06
C -1.39167 -5.50710 4.65892 0.1 0.0 0.2 -0.07
C -1.57880 -4.00418 4.59206 0.0 -0.2 -0.3 -0.26
O -1.75808 -3.43450 5.89811 0.7 -0.5 -0.1 -0.17
P -0.47604 -3.07042 6.78074 -4.2 2.7 1.3 0.46
O 0.35687 -2.07253 6.09419 1.8 -1.6 -0.2 -0.22
O -1.23939 -2.21841 7.94527 0.4 -0.4 0.0 -0.21
C -0.64352 -1.04502 8.50175 -0.1 0.3 0.1 -0.30
C -1.40948 0.18474 8.06723 -0.1 0.0 -0.1 -0.07
O -0.35723 -4.41317 7.62143 1.6 -0.2 -0.9 -0.18
C 0.17740 -4.40846 8.96290 0.2 -0.2 0.2 -0.25
C -0.93584 -4.74363 9.92526 -0.3 0.0 -0.1 -0.07
H -0.45281 -5.76279 5.15422 0.0 0.0 0.0 0.07
H -1.37795 -5.93484 3.65632 0.0 0.0 0.0 0.06
H -2.19728 -5.96661 5.23157 0.0 0.0 0.0 0.08
H -0.73367 -3.52698 4.08807 0.0 0.1 0.1 0.11
H -2.47900 -3.76252 4.02837 0.0 0.1 0.1 0.12
H 0.40683 -0.96423 8.21972 0.0 0.0 -0.1 0.10
H -0.68632 -1.14929 9.59004 0.0 -0.1 0.0 0.12
H -1.41827 0.26632 6.98017 0.1 0.0 0.0 0.08
H -0.96584 1.08900 8.48659 0.0 0.0 0.0 0.08
H -2.44724 0.11942 8.39653 0.0 0.0 0.0 0.08
H 0.64228 -3.45203 9.20359 -0.1 0.1 -0.1 0.11
H 0.95461 -5.17173 9.00412 0.0 0.0 -0.1 0.12
H -1.72334 -3.99258 9.88230 0.1 0.1 0.0 0.08
H -0.55606 -4.80194 10.94566 0.0 0.0 0.0 0.08
H -1.38742 -5.70007 9.66068 0.1 0.0 0.0 0.08
C 3.98715 2.34000 -7.04316 -0.1 0.2 0.0 -0.08
C 4.07459 2.58845 -5.55031 0.0 -0.3 -0.1 -0.26
O 4.13604 3.99409 -5.25314 -0.6 -0.2 -0.5 -0.17
P 2.78686 4.83975 -5.14824 4.0 2.1 2.5 0.46
O 1.92984 4.31327 -4.07540 -1.8 -0.6 -1.6 -0.22
O 3.42419 6.20318 -4.51158 -0.4 -0.1 -0.4 -0.21
C 2.71812 6.94105 -3.51376 0.1 0.1 0.2 -0.30
C 3.41667 6.81585 -2.17806 0.1 -0.1 0.0 -0.07
O 2.70790 5.38506 -6.63803 -1.5 -1.0 -0.1 -0.18
C 2.09739 6.65940 -6.93528 -0.2 0.2 -0.3 -0.25
C 3.17262 7.61093 -7.40026 0.2 0.0 0.1 -0.07
H 3.04026 2.70471 -7.44623 0.0 0.0 0.0 0.07
H 4.06317 1.27358 -7.25632 0.0 0.0 0.0 0.08
H 4.78661 2.86552 -7.56535 0.1 0.0 0.0 0.08
H 3.23187 2.13099 -5.02660 0.0 0.1 0.1 0.11
H 4.98716 2.15188 -5.14869 0.0 0.1 0.1 0.12
H 1.68118 6.60961 -3.43810 0.0 -0.1 0.0 0.09
H 2.70774 7.98676 -3.83607 0.0 0.0 -0.1 0.12
H 3.47913 5.77044 -1.87541 -0.1 0.0 0.0 0.08
H 2.88712 7.37709 -1.40642 0.0 0.0 0.0 0.08
H 4.43659 7.19557 -2.24828 0.0 0.0 0.0 0.08
H 1.55715 7.05343 -6.07372 0.1 -0.1 0.1 0.11
H 1.37109 6.49249 -7.73087 0.0 -0.1 0.1 0.12
H 3.91011 7.77443 -6.61575 -0.1 0.0 0.1 0.08
H 2.73905 8.56987 -7.68546 0.0 0.0 0.0 0.08
H 3.70082 7.19266 -8.25737 -0.1 0.0 -0.1 0.08
C -7.01686 5.54274 -1.68723 0.1 0.1 0.0 -0.08
C -6.08262 4.43817 -1.23226 -0.3 0.0 0.1 -0.27
O -4.83996 4.47248 -1.94708 -0.2 0.6 0.3 -0.18
P -3.66979 5.44125 -1.44947 1.8 -3.8 -2.7 0.46
O -3.26071 5.09744 -0.07974 -0.9 2.2 0.7 -0.22
O -2.45636 4.88654 -2.38345 -0.3 0.4 0.1 -0.21
C -1.12309 4.78275 -1.87498 0.3 -0.2 0.0 -0.29
C -0.73748 3.33017 -1.72785 -0.1 -0.3 0.0 -0.07
O -3.99280 6.70157 -2.36797 -0.4 0.8 1.6 -0.19
C -2.94296 7.59258 -2.79965 0.0 0.3 -0.1 -0.25
C -2.76722 7.44391 -4.29153 -0.1 -0.2 -0.1 -0.07
H -6.62137 6.52427 -1.41971 0.0 0.0 0.0 0.07
H -7.99699 5.42923 -1.22295 0.0 0.0 0.0 0.08
H -7.13206 5.52292 -2.77076 0.0 -0.1 0.0 0.08
H -5.89793 4.49930 -0.15692 0.1 0.0 0.0 0.11
H -6.52546 3.46440 -1.43664 0.1 0.0 -0.1 0.12
H -1.01957 5.31516 -0.92878 -0.1 -0.1 0.1 0.11
H -0.45970 5.26533 -2.59889 -0.1 0.0 -0.1 0.10
H -1.42137 2.81347 -1.05246 0.0 0.1 0.1 0.08
H 0.28018 3.23370 -1.34509 0.0 0.0 0.0 0.07
H -0.79589 2.82353 -2.69229 0.1 0.1 0.0 0.08
H -2.01196 7.40042 -2.26561 0.0 -0.1 0.0 0.11
H -3.25918 8.60715 -2.55579 -0.1 -0.1 0.1 0.12
H -2.46238 6.42937 -4.54508 0.1 0.0 0.1 0.08
H -2.01633 8.14357 -4.66085 0.0 0.0 0.0 0.08
H -3.71078 7.63523 -4.80341 0.0 0.1 0.0 0.08
```
Positions in Å, forces in eV/Å.

## Properties
total charge: 0
E_tot: -149799.21162 eV
SMILES: CC(C)CCc1nc2ccc(C(F)(F)C(F)(F)C(F)(F)C(F)(F)C(F)(F)C(F)(F)C(F)(F)C(F)(F)F)cc2nc1C[C@@H](O)CN.CCOP(=O)(OCC)OCC.CCOP(=O)(OCC)OCC.CCOP(=O)(OCC)OCC
E_HOMO: -0.337 Eh